No. 1
Computed, not measured: C39H44BrF4N7PSTi as an isolated structure, with wB97M-V/def2-TZVPD.

Output
orbital gap (alpha / beta): 0.2359 / 0.2912 hartree
expectation value of S²: 2.0189
relative energy (zero: lowest compared OMol25 entry of this formula, charge and spin): 17.9 kJ/mol

```
! RIJCOSX wB97M-V def2-TZVPD def2/J DEFGRID3
* xyz 1 3
Ti 1.460 -0.250 -0.122
C 3.633 -0.184 -3.805
C 3.081 -0.523 -2.462
N 2.717 0.382 -1.545
N 2.985 1.722 -1.844
C 2.746 2.572 -0.816
N 3.089 3.843 -1.032
S 2.023 2.099 0.645
C 2.902 -1.859 -2.015
C 3.196 -2.991 -2.800
C 3.162 -4.235 -2.235
C 2.850 -4.360 -0.869
C 2.526 -3.232 -0.169
N 2.488 -1.996 -0.712
H 4.106 0.796 -3.792
H 2.845 -0.167 -4.562
H 4.382 -0.908 -4.120
H 2.487 2.007 -2.726
H 3.709 4.075 -1.791
H 2.924 4.528 -0.315
H 3.453 -2.867 -3.842
H 3.392 -5.109 -2.829
H 2.864 -5.318 -0.370
H 2.274 -3.287 0.883
F 3.107 -4.103 6.028
C 2.417 -3.415 5.134
C 1.040 -3.495 5.105
F 0.403 -4.256 5.982
C 0.332 -2.772 4.160
F -0.997 -2.868 4.231
C 0.948 -1.976 3.202
P -0.086 -0.984 1.973
C -1.331 -2.269 1.576
C -2.713 -2.116 1.542
C -3.533 -3.162 1.142
C -2.989 -4.379 0.761
C -1.612 -4.544 0.786
C -0.798 -3.498 1.189
C -0.668 0.213 3.220
C 0.196 1.268 3.513
C -0.146 2.219 4.465
C -1.353 2.121 5.142
C -2.206 1.060 4.873
C -1.868 0.111 3.917
C 2.333 -1.892 3.284
Br 3.351 -0.755 2.164
C 3.064 -2.597 4.225
F 4.388 -2.508 4.286
H -3.187 -1.193 1.833
H -4.606 -3.022 1.134
H -3.632 -5.192 0.451
H -1.167 -5.486 0.497
H 0.273 -3.653 1.203
H 1.156 1.343 3.016
H 0.538 3.030 4.679
H -1.622 2.859 5.886
H -3.138 0.960 5.414
H -2.531 -0.729 3.762
C -1.871 4.344 0.285
C -2.582 3.012 0.500
C -3.560 2.737 -0.634
C -3.323 3.030 1.840
N -1.504 1.996 0.487
N -1.933 0.651 0.626
H -2.589 5.165 0.258
H -1.317 4.331 -0.655
H -1.165 4.546 1.096
H -4.289 3.546 -0.704
H -4.115 1.811 -0.473
H -3.040 2.658 -1.587
H -4.029 3.862 1.878
H -2.620 3.143 2.668
H -3.904 2.118 2.004
H -0.895 2.187 1.278
H -2.808 0.595 1.140
H -2.080 0.262 -0.299
C 0.725 1.680 -5.002
N 0.843 2.358 -3.714
C 0.784 3.802 -3.954
C -0.231 2.023 -2.739
C -0.581 0.555 -2.611
C -1.567 0.106 -3.493
C -1.976 -1.217 -3.541
C -1.390 -2.121 -2.675
C -0.442 -1.669 -1.767
C -0.014 -0.334 -1.665
H -0.212 1.938 -5.515
H 0.758 0.602 -4.877
H 1.555 1.986 -5.639
H -0.147 4.081 -4.468
H 1.623 4.114 -4.578
H 0.821 4.342 -3.012
H -1.139 2.562 -3.044
H 0.061 2.436 -1.772
H -2.030 0.819 -4.166
H -2.741 -1.529 -4.240
H -1.681 -3.164 -2.683
H -0.050 -2.420 -1.085
*
```

Results of the Mulliken charge analysis, in e, for atoms 1 through 4: Ti -0.95; C -1.99; C 0.72; N 1.18

---

No. 2
Computed, not measured: C39H44BrInN4O10S5 as an isolated structure, with wB97M-V/def2-TZVPD.

Output
orbital gap: 0.3042 hartree
relative energy (zero: lowest compared OMol25 entry of this formula, charge and spin): 403.6 kJ/mol

```
! RIJCOSX wB97M-V def2-TZVPD def2/J DEFGRID3
* xyz 0 1
In -0.380 0.876 -0.074
C 1.071 3.072 3.525
C 0.244 2.121 4.370
S -0.686 0.896 3.373
C -0.494 -0.572 4.429
C 0.903 -1.163 4.532
S 1.608 -1.762 2.961
C 2.590 -0.407 2.180
C 2.880 0.882 2.941
S 2.051 2.331 2.174
H 1.751 3.633 4.167
H 0.421 3.767 2.993
H -0.477 2.697 4.952
H 0.868 1.561 5.064
H -1.161 -1.294 3.958
H -0.869 -0.324 5.424
H 0.840 -2.071 5.133
H 1.623 -0.500 5.009
H 2.073 -0.178 1.246
H 3.519 -0.933 1.968
H 3.947 1.094 2.896
H 2.584 0.851 3.986
C -3.831 0.297 -0.897
O -2.866 -0.499 -0.230
C -3.076 -1.840 -0.154
C -4.175 -2.487 -0.685
C -4.258 -3.872 -0.597
Br -5.804 -4.730 -1.289
C -3.254 -4.617 -0.038
C -2.143 -3.968 0.524
C -2.082 -2.576 0.520
O -1.149 -1.838 1.167
C -1.119 -4.841 1.105
N -1.412 -6.042 1.533
C -0.227 -6.598 1.953
C 0.028 -7.859 2.488
C 1.335 -8.148 2.821
C 2.366 -7.215 2.637
C 2.132 -5.963 2.103
C 0.819 -5.675 1.754
N 0.221 -4.554 1.222
H -4.761 0.353 -0.325
H -4.043 -0.085 -1.899
H -3.387 1.286 -0.990
H -4.976 -1.936 -1.152
H -3.301 -5.694 0.017
H -0.518 -2.384 1.662
H -0.778 -8.566 2.628
H 1.574 -9.117 3.239
H 3.372 -7.487 2.923
H 2.923 -5.240 1.962
H 0.752 -3.801 0.808
C 1.460 4.743 -7.786
C 1.584 3.683 -6.735
C 1.794 4.033 -5.404
C 1.793 3.071 -4.413
C 1.621 1.743 -4.763
C 1.447 1.360 -6.084
C 1.436 2.336 -7.065
S 1.484 0.538 -3.480
O 2.271 -0.617 -3.821
O 1.793 1.147 -2.216
N -0.159 -0.018 -3.436
C -1.147 0.811 -4.076
C -1.166 2.221 -3.304
O -1.017 3.205 -4.015
O -1.352 2.163 -2.056
H 2.049 5.621 -7.530
H 0.418 5.060 -7.854
H 1.762 4.378 -8.765
H 1.914 5.072 -5.131
H 1.918 3.326 -3.372
H 1.336 0.312 -6.331
H 1.283 2.051 -8.097
H -2.133 0.363 -3.947
H -0.945 0.966 -5.138
C 5.663 1.429 -5.390
C 5.499 0.174 -4.584
C 5.282 0.243 -3.210
C 5.072 -0.907 -2.473
C 5.096 -2.135 -3.112
C 5.321 -2.231 -4.474
C 5.529 -1.072 -5.203
S 4.599 -3.578 -2.206
O 4.957 -4.764 -2.925
O 4.992 -3.452 -0.832
N 2.921 -3.500 -2.218
C 2.346 -3.658 -3.553
C 0.803 -3.551 -3.551
C 0.439 -2.195 -3.006
O -0.150 -1.384 -3.898
O 0.711 -1.853 -1.879
H 6.160 2.201 -4.804
H 4.683 1.815 -5.681
H 6.238 1.240 -6.294
H 5.246 1.205 -2.717
H 4.887 -0.862 -1.410
H 5.335 -3.209 -4.933
H 5.699 -1.133 -6.269
H 2.644 -2.614 -1.798
H 2.651 -4.646 -3.897
H 2.739 -2.898 -4.234
H 0.387 -4.323 -2.903
H 0.439 -3.667 -4.569
*
```

Results of the Mulliken charge analysis, in e, for atoms 1 through 4: In 0.87; C -0.82; C -0.87; S 0.06

---

Q: The highest relative energy (zero: lowest compared OMol25 entry of this formula, charge and spin) belongs to which entry?
A: C39H44BrInN4O10S5

---

Q: Number 1 is which compound?
A: C39H44BrF4N7PSTi

---

Q: What is the relative energy (zero: lowest compared OMol25 entry of this formula, charge and spin) in the first record?
A: 17.9 kJ/mol

---

Q: The lowest relative energy (zero: lowest compared OMol25 entry of this formula, charge and spin) belongs to which entry?
A: C39H44BrF4N7PSTi